Formula: C18H25ClInN4O4
Source: the Open Molecules 2025 dataset
Level of theory: ωB97M-V with the def2-TZVPD basis set

Properties
E_LUMO in eV: 1.223
Frontier orbital gap in eV: 5.8

```
! wB97M-V def2-TZVPD RIJCOSX def2/J DEFGRID3
* xyz -1 1
C -4.751 -2.616 3.442
C -4.301 -1.164 3.632
C -2.788 -0.909 3.439
C -2.430 0.187 2.423
N -1.766 -0.308 1.209
In -2.579 -1.964 0.160
Cl -2.201 -4.055 1.386
C -1.306 -2.064 -1.673
C -1.691 -3.110 -2.619
N -1.366 -4.345 -2.520
H -4.885 -2.858 2.386
H -5.720 -2.774 3.929
H -4.031 -3.318 3.864
H -4.874 -0.524 2.951
H -4.580 -0.863 4.648
H -2.265 -1.833 3.179
H -2.393 -0.586 4.409
H -1.745 0.899 2.912
H -3.341 0.766 2.194
H -1.828 0.457 0.540
H -4.291 -1.843 -0.252
H -1.366 -1.071 -2.121
H -0.305 -2.259 -1.276
H -2.305 -2.772 -3.468
H -1.772 -4.868 -3.293
C 3.681 1.726 -4.355
C 3.187 2.306 -3.193
C 1.859 2.127 -2.843
C 1.056 1.352 -3.656
C 1.520 0.772 -4.820
C 2.847 0.971 -5.171
N -0.332 1.098 -3.229
O -0.696 1.612 -2.191
O -1.007 0.353 -3.904
H 4.721 1.858 -4.622
H 3.815 2.870 -2.522
H 1.458 2.556 -1.937
H 0.860 0.168 -5.424
H 3.233 0.519 -6.075
C 2.517 0.131 2.608
C 2.309 0.309 1.247
C 2.807 1.435 0.611
C 3.504 2.364 1.362
C 3.721 2.211 2.719
C 3.220 1.079 3.341
N 4.023 3.573 0.695
O 3.795 3.695 -0.494
O 4.626 4.384 1.364
H 2.124 -0.748 3.099
H 1.751 -0.423 0.679
H 2.645 1.591 -0.444
H 4.263 2.963 3.272
H 3.374 0.940 4.402
*
```

Mulliken population analysis, charges in e, atoms 1 to 4: C -1.115; C -0.280; C -0.690; C -0.482